1.
{
  "formula": "C18H34N9O4PS4W",
  "method": "ωB97M-V/def2-TZVPD",
  "symbols": ["C", "N", "H", "C", "H", "S", "H", "C", "C", "H", "C", "C", "H", "H", "S", "H", "H", "N", "H", "H", "O", "C", "N", "H", "O", "C", "N", "N", "O", "H", "H", "H", "H", "C", "H", "C", "H", "C", "H", "C", "N", "H", "P", "C", "H", "S", "C", "N", "H", "N", "C", "H", "H", "H", "H", "H", "H", "C", "H", "H", "H", "H", "S", "C", "W", "O", "C", "H", "N", "H", "H"],
  "coordinates": [[-2.5061, -4.5244, -1.2646], [-2.0454, 1.5368, 0.9418], [2.0848, -0.2122, 6.3927], [-1.7556, 0.1767, -3.6477], [2.3572, 4.9466, 0.0348], [2.6719, -1.5065, 0.0995], [-2.3937, -2.2688, -4.4026], [-2.6905, -5.0667, -2.5305], [-2.6510, -4.2505, -3.6517], [2.5176, 2.4751, -0.2780], [0.8555, -2.3948, -2.7000], [2.8973, 0.9717, 4.7621], [2.4336, -0.4521, 3.1603], [1.0282, 0.0757, 4.1216], [0.7803, -2.2093, 0.6438], [3.1146, -1.6822, -5.4732], [-4.2642, -0.1171, -2.2728], [-2.9837, 3.4133, 1.5492], [-3.9232, -0.4102, -0.5856], [-1.9459, 4.5274, 0.1576], [2.1607, -0.1258, -0.4452], [-2.9456, 2.1480, 1.8080], [1.5673, -2.5025, -3.8028], [-3.4998, 1.1664, -1.3271], [3.4959, -1.2843, 1.2437], [-1.4936, 2.4829, 0.1356], [-2.0913, 3.6005, 0.5311], [1.4287, -0.3787, -3.2107], [3.1762, -2.2820, -0.9873], [3.6436, 2.4435, 2.5608], [-0.9421, -0.2648, -4.2175], [3.7165, 0.3881, 6.6755], [-2.6860, 0.0531, -4.2015], [-3.5440, 0.0879, -1.4798], [-3.0615, 1.1078, 3.6637], [-2.2745, -3.1659, -1.1262], [3.1496, -0.0850, -4.9644], [1.9819, 0.3867, 3.6871], [-2.7938, -4.6741, -4.6364], [-2.2340, -2.3384, -2.2497], [1.8836, -1.2475, -4.0415], [-2.4707, -0.3939, 0.7846], [-1.9273, -0.5778, -2.0105], [3.0461, -0.0131, 5.9179], [-2.1037, -2.7597, -0.1338], [1.5164, 1.6188, 2.4658], [3.1126, 1.9822, 1.7222], [0.7440, -1.1063, -2.3322], [3.4591, -0.9611, 5.5722], [2.5627, -0.8850, -5.1737], [2.3632, 4.2855, 0.9004], [-4.2305, 0.5618, 2.4467], [3.8787, 1.1800, 4.3349], [4.0502, 3.1290, 0.2241], [2.8936, 4.7967, 1.7050], [0.4236, -3.2233, -2.1678], [1.3265, 4.1537, 1.2235], [-3.7152, 1.4336, 2.8526], [-1.1937, -0.0257, 1.8123], [2.4934, 1.9199, 5.1283], [-4.4571, 2.1147, 3.2614], [-2.8633, -6.1284, -2.6420], [-0.3445, 2.2571, -1.0934], [3.0242, 2.9575, 0.5554], [0.1587, -0.1440, -0.4553], [0.6053, 0.8542, 1.4660], [-2.4260, -2.8877, -3.5157], [-1.5642, 1.2420, -3.5219], [-1.6493, 0.1906, 0.9222], [3.6009, 1.0447, 1.4687], [-2.5335, -5.1603, -0.3902]],
  "s2": 2.014,
  "multiplicity": 3,
  "homo_lumo_gap_ev": [8.104, 7.824],
  "total_energy_ha": -3500.7336,
  "relative_energy_kcal_mol": 10.4,
  "largest_force_ev_per_a": 0.70,
  "lumo_energy_ha": [-0.2107, -0.2500],
  "total_charge": 2
}



2.
{
  "formula": "C21H31Cl30N3O5PS",
  "method": "ωB97M-V/def2-TZVPD",
  "symbols": ["C", "C", "H", "Cl", "N", "Cl", "Cl", "H", "Cl", "Cl", "H", "Cl", "H", "H", "H", "Cl", "C", "O", "Cl", "N", "Cl", "H", "H", "H", "H", "Cl", "H", "H", "Cl", "O", "H", "C", "H", "C", "Cl", "H", "H", "H", "H", "H", "C", "P", "Cl", "Cl", "Cl", "H", "H", "Cl", "S", "C", "Cl", "H", "C", "C", "O", "C", "H", "H", "Cl", "C", "Cl", "H", "C", "Cl", "C", "Cl", "Cl", "Cl", "Cl", "H", "H", "Cl", "Cl", "C", "Cl", "Cl", "O", "H", "H", "C", "C", "N", "C", "O", "H", "C", "Cl", "Cl", "C", "C", "C", "H"],
  "coordinates": [[3.9416, 5.8250, 1.8531], [-4.2006, -3.0064, 2.9729], [-4.3107, -3.4458, 3.9862], [6.2296, 4.8575, -3.8923], [-0.2920, -1.6466, -0.5113], [4.0851, 3.2534, -9.0236], [3.3100, -3.1484, 3.6503], [0.5141, -1.1996, 9.9074], [-0.4085, 9.8435, -7.5845], [4.4898, 6.6913, 3.2892], [-2.9004, -5.6164, 3.3582], [1.2185, 4.5775, -12.7316], [-5.9812, -1.4454, 3.7697], [-5.4839, -0.6875, 2.1953], [-4.0724, -4.5648, 1.4861], [5.0744, -6.4419, 4.3370], [3.1498, -2.0913, 5.0586], [-0.6984, -2.8787, -2.9846], [1.8667, 2.3942, -7.3677], [-0.9084, -0.5824, -0.0901], [3.4230, 5.8839, -11.3608], [-0.1542, -6.1463, 0.6571], [0.3234, -4.8186, 2.2358], [6.0998, 2.9006, -2.5920], [1.6529, -1.1476, -3.5365], [-7.7543, 3.2539, 2.8663], [3.8721, 1.2545, -7.8289], [-2.2834, 3.6006, -1.1557], [-7.9282, 4.0965, 0.0905], [1.6242, -1.4551, -2.6090], [-1.5948, -3.2232, 4.1275], [-7.4224, 4.5574, 1.7201], [-0.9153, -4.8624, 4.3830], [3.6190, 2.2887, -7.6285], [1.0708, 5.0475, -9.8689], [-2.8925, -3.2630, 1.2507], [0.8597, -3.5297, 3.3608], [-0.0120, -6.1303, -1.1117], [-6.3547, 4.7347, 1.7087], [1.5173, 8.6667, -8.2093], [0.4549, 8.5076, -8.3470], [0.0308, -1.5640, -2.2818], [-4.0632, 4.1221, 0.2758], [-1.2287, 4.6248, 0.6646], [4.7971, 4.2912, 1.6737], [-1.6971, 0.4129, 1.5269], [-7.0556, -1.5598, 2.2994], [2.3546, -6.5480, 3.3228], [0.9501, -4.1190, -0.2556], [-2.4258, 3.5720, -0.0818], [0.0192, 6.9729, -7.5839], [4.3397, -6.1718, 2.1280], [-0.2700, -5.5029, -0.2291], [4.0617, -6.8271, 2.9450], [1.4629, -4.0590, -1.5975], [-0.9843, -1.5121, 2.2394], [3.6394, -1.1508, 4.8370], [-1.2914, -3.2420, -2.3131], [4.3171, -8.4947, 2.4309], [-2.3519, -4.8581, 2.7582], [2.1945, 5.5631, 1.9302], [1.2122, 6.6253, -11.5941], [1.6687, 5.6633, -11.4132], [-2.2045, 1.9006, 0.4795], [-0.2862, -2.7194, 1.7539], [4.5026, 2.8099, -6.1894], [0.1177, 8.4724, -10.0810], [0.0106, 1.0759, 10.1355], [-8.2247, 6.0457, 2.2229], [-1.2972, -5.1216, -0.3923], [4.1638, 6.4317, 0.9834], [4.0987, 4.0161, -2.0856], [6.7848, 4.5666, -1.0828], [5.8313, 3.9377, -2.4326], [1.4416, -1.7639, 5.3972], [2.1760, -0.1427, 8.6371], [-5.4444, -2.8115, 2.3254], [-1.8129, -5.4434, 1.9781], [-1.2887, -1.3848, 3.2830], [-1.1923, -0.5492, 1.1809], [0.0268, -3.8723, 2.7060], [-0.6712, -0.3226, -2.9054], [0.0216, -2.6362, 0.3386], [2.0760, -4.4192, 0.6075], [-3.6675, -2.0243, 3.0642], [-6.0085, -1.5473, 2.6650], [3.9335, -2.8073, 6.4642], [-0.5865, -0.6800, 7.9006], [-1.2456, -4.1355, 3.6079], [0.5278, -0.3498, 9.2364], [-3.3479, -3.9099, 2.0254], [0.0570, 0.2425, -3.3356]],
  "multiplicity": 1,
  "homo_lumo_gap_ev": 6.334,
  "total_energy_ha": -15904.1016,
  "largest_force_ev_per_a": 5.98,
  "lumo_energy_ha": -0.2065,
  "total_charge": 1
}



3.
{
  "formula": "C24H34N4O3",
  "method": "ωB97M-V/def2-TZVPD",
  "symbols": ["C", "C", "C", "O", "C", "H", "H", "H", "H", "H", "H", "H", "C", "H", "H", "C", "H", "C", "H", "N", "C", "C", "C", "C", "H", "H", "H", "C", "C", "H", "H", "N", "H", "H", "H", "N", "C", "H", "O", "H", "C", "C", "C", "H", "C", "N", "C", "C", "H", "H", "C", "H", "H", "O", "C", "H", "C", "H", "H", "H", "C", "H", "H", "H", "H"],
  "coordinates": [[-1.8799, 4.9696, 2.9447], [0.4402, -1.7184, 1.2034], [-0.8589, 4.3882, 0.4112], [0.6829, -4.7318, 0.6817], [-0.9447, 5.8281, 2.3390], [-3.9066, 0.5720, -1.9777], [3.0092, -6.6452, -1.7419], [-3.5120, 5.3174, 4.2922], [6.5992, -3.8586, 0.6100], [-0.9609, -0.0978, 0.9797], [-3.6645, 2.3255, -2.0018], [-2.7092, 1.6226, 0.2012], [2.5186, -3.3361, 1.3883], [-5.4365, 1.8479, -3.6845], [6.4934, -2.7789, 2.0244], [-1.2518, 2.6888, -1.0689], [0.4383, 0.0029, -0.0991], [6.3122, -3.7871, 1.6570], [-0.0897, -2.3279, 0.4737], [-0.5246, 3.8495, -0.8194], [-3.5380, 1.4074, -2.5816], [2.1739, -6.2109, -1.1914], [-3.9142, 1.3757, -5.0921], [4.8452, -4.1198, 1.7977], [1.7041, -6.9859, -0.5820], [-3.0312, 3.1461, 2.7089], [0.4508, -1.4411, 3.3507], [-2.4832, 0.9704, -5.3403], [-2.4188, 5.2757, 4.3161], [0.0545, -3.0945, 2.8213], [0.3001, 6.1969, 0.6082], [-2.1265, 1.1827, -2.9203], [0.1855, 4.2210, -1.4503], [1.4342, -5.8300, -1.8974], [-2.3234, -0.6492, -3.9224], [2.6427, -5.1256, -0.3311], [-1.7940, 3.5401, 0.9899], [-4.5812, 1.5151, -5.9385], [4.4994, -5.1505, 2.3535], [2.2424, -1.6817, 0.0428], [-1.8683, 0.3327, -4.0905], [-1.0979, 1.9074, -2.3097], [-2.0379, 2.4612, 0.0442], [-2.0456, 6.2383, 4.6790], [1.8721, -4.4609, 0.5403], [3.9855, -3.2463, 1.2735], [-0.4271, 5.5376, 1.0707], [0.1143, -0.2537, 0.9099], [3.6244, -4.9038, -0.3337], [2.2828, -3.5689, 2.4280], [-0.0798, -2.0347, 2.6073], [4.3667, -2.4218, 0.8398], [2.4562, -1.2157, 1.7287], [0.0191, 1.9298, -2.8186], [-4.3968, 1.5618, -3.8143], [-0.6132, 6.7235, 2.8560], [1.9624, -1.9301, 1.0677], [-2.4381, 0.2565, -6.1683], [-1.1454, -1.8140, 2.6600], [6.8934, -4.4956, 2.2469], [-2.3063, 3.8178, 2.2603], [0.6169, 0.3973, 1.6253], [-2.1118, 4.4986, 5.0228], [-0.7996, 0.1570, -4.2540], [-1.9030, 1.8537, -5.6261]],
  "multiplicity": 1,
  "homo_lumo_gap_ev": 8.653,
  "total_energy_ha": -1379.7182,
  "relative_energy_kcal_mol": 10.7,
  "largest_force_ev_per_a": 2.89,
  "smiles": "Cc1ccc2[nH]c(C(=O)N3CC=CCC3)cc2c1.CNC(=O)[C@H](CC(C)C)NC(C)=O",
  "lumo_energy_ha": 0.0221
}



4.
{
  "formula": "C6H11NS",
  "method": "ωB97M-V/def2-TZVPD",
  "symbols": ["H", "H", "H", "H", "H", "H", "C", "C", "N", "C", "S", "H", "C", "H", "C", "H", "H", "H", "C"],
  "coordinates": [[1.3555, 0.7126, 0.4035], [3.2784, -0.8022, -1.3978], [-2.8610, -0.5689, 1.0100], [-3.5172, -0.3410, -0.7634], [-0.4676, 1.2924, 3.2851], [-0.2350, 2.0841, 1.8338], [-0.5797, -0.0357, 0.2557], [-1.4836, -0.7257, -0.6192], [-0.8242, 0.0757, 1.5753], [-2.8676, -0.9422, -0.0374], [1.1050, -0.0182, -1.9545], [0.9337, 0.7266, 2.5196], [2.9611, 0.0072, -2.0639], [-1.1352, -1.4660, -1.3060], [0.6558, 0.3559, -0.2734], [-3.1613, -1.9860, -0.0214], [3.4978, 0.8822, -1.6419], [3.4356, -0.3289, -3.0768], [-0.0904, 1.0783, 2.2727]],
  "multiplicity": 1,
  "homo_lumo_gap_ev": [6.726, 7.127],
  "total_energy_ha": -687.9940,
  "relative_energy_kcal_mol": 97.4,
  "largest_force_ev_per_a": 2.76,
  "lumo_energy_ha": [-0.0303, -0.0120]
}



5.
{
  "formula": "C33H76NO13",
  "method": "ωB97M-V/def2-TZVPD",
  "symbols": ["H", "O", "C", "O", "H", "O", "C", "O", "H", "H", "H", "H", "C", "C", "C", "C", "H", "H", "C", "H", "H", "C", "O", "H", "H", "H", "H", "C", "C", "H", "C", "H", "C", "H", "C", "H", "H", "O", "H", "C", "H", "H", "H", "H", "H", "H", "H", "H", "C", "H", "C", "H", "H", "C", "O", "H", "H", "C", "C", "C", "H", "H", "H", "H", "C", "H", "H", "C", "H", "H", "H", "C", "H", "C", "C", "H", "H", "H", "O", "H", "N", "H", "H", "H", "C", "O", "H", "C", "C", "H", "C", "H", "H", "H", "H", "H", "C", "H", "H", "H", "H", "H", "O", "H", "C", "H", "C", "H", "H", "C", "H", "H", "H", "H", "H", "H", "H", "O", "H", "O", "O", "H", "H"],
  "coordinates": [[-5.1681, -0.0056, 0.6894], [-2.5250, -5.6122, 3.0762], [3.8135, 3.3476, -1.9234], [-2.9058, -3.0346, 1.7304], [-0.3499, 1.6319, -1.4359], [-0.2214, -6.7887, -0.8443], [-1.2605, 1.1364, -3.3697], [7.8675, -2.1555, 4.2004], [4.6650, -1.8288, 5.1511], [0.4623, 2.9196, -4.1139], [-1.5184, -4.4021, 0.9772], [5.2897, -1.8726, 3.4923], [-1.8999, -3.3953, 0.7937], [-1.4371, -5.0518, 3.7926], [0.8218, -1.5281, -1.9546], [5.5252, -1.5750, 4.5186], [-0.4525, 7.3843, -1.5879], [-2.7148, 0.0333, 0.9550], [-3.9095, -4.0225, 1.8865], [-2.8737, 0.6933, 2.5883], [-3.4890, 3.9346, 1.4375], [4.5628, 2.0901, -1.5632], [-3.3666, 1.9534, 1.0155], [-0.5376, -5.5929, 3.5041], [5.6160, 2.2700, -1.7311], [4.1315, 3.6655, -2.9122], [0.5034, -2.1249, -1.1041], [-0.3657, -1.2117, -2.8377], [-3.3385, 0.6613, 1.5987], [-1.0814, -2.6853, 0.8988], [-0.1797, 0.0841, -3.6380], [-0.0241, 4.5893, -4.1227], [0.2807, 3.7735, -3.4733], [-2.1962, 0.5932, -3.2842], [0.3223, -7.3471, -2.0257], [-2.0265, -7.5997, -1.4698], [0.9737, -8.7608, 0.4248], [-0.9453, -9.4969, 0.0875], [-3.0800, 9.6019, -4.8170], [1.6259, -0.2574, -0.1424], [-0.1579, -0.1333, -4.6967], [0.8270, -10.4876, 0.0435], [-3.6838, -4.1735, 4.0208], [-1.9194, 8.6760, -3.8253], [9.5002, -0.9857, 3.9226], [1.3855, -7.1143, -2.0406], [4.1172, 4.1396, -1.2497], [-5.9937, 2.2259, 1.2076], [-3.2611, 3.0040, 1.9559], [-3.8810, 7.3751, -0.9357], [-1.5391, -7.2305, -0.5621], [0.3535, -9.8999, 1.6507], [2.2682, 4.5208, -3.6196], [6.7296, -2.3385, 5.0267], [-3.6944, 9.2146, -2.8764], [-2.1006, -6.3611, -0.2052], [0.7038, -0.4783, 0.3967], [-3.6848, 6.9753, -1.9355], [-4.7105, 0.0405, 1.6824], [-2.6634, 9.4755, -3.8112], [-4.1953, 6.0097, -2.0184], [-2.1776, 10.4040, -3.5154], [1.9375, 0.7529, 0.0451], [-7.2729, 1.0051, 1.4562], [8.7829, -1.2094, 4.7107], [-4.5484, -5.5212, 3.2657], [2.4300, -0.9045, 0.1869], [-6.4839, 1.5875, 1.9468], [-4.6002, -0.9822, 2.0529], [-6.9392, 2.2175, 2.7100], [6.9517, -2.0411, 6.0570], [-3.7060, -4.8314, 3.1472], [9.3227, -1.6208, 5.5738], [-1.0764, 2.0319, -2.1249], [6.0355, 0.4243, 3.3410], [-1.5367, 7.0631, -0.2210], [6.3628, 1.4425, 3.5411], [-2.2415, 3.0642, 2.3516], [-5.5621, 0.7315, 2.5908], [-1.0839, -7.9117, 1.4240], [4.1893, 0.9738, -2.4439], [-0.4577, -2.0338, -3.5345], [0.1959, -8.4322, -2.0547], [-1.3097, 1.7456, -4.2588], [0.3709, -9.6583, 0.5820], [1.4500, -0.3648, -1.5267], [-0.1457, -6.9027, -2.9110], [4.4665, 1.7231, -0.0620], [1.6002, 4.2222, -2.8239], [-3.9643, 2.8776, 2.7838], [2.2817, 3.2065, -1.8941], [-1.7549, 8.5325, -1.2127], [8.2819, -0.2838, 5.0030], [-1.3025, -3.9941, 3.5577], [1.9552, 3.4309, -0.8943], [0.7745, 0.5326, -3.4037], [-4.2352, 7.9069, -2.9908], [6.5007, -3.4106, 5.0263], [-1.2750, -1.1576, -2.2521], [-4.8721, -3.5028, 1.9525], [-5.3190, 7.9918, -2.8585], [1.5209, -2.1500, -2.5097], [3.4392, 2.0746, 0.5849], [1.3713, 5.0853, -2.2097], [-1.5600, -8.2892, 0.5150], [-0.4842, 3.9967, -1.5348], [-1.4780, 7.4752, -1.2344], [-2.6013, -8.5246, 0.7558], [6.8373, -0.1119, 2.8315], [-0.8204, 3.5116, -2.4428], [2.0401, 2.1900, -2.1600], [-2.0187, 1.9792, -1.5890], [-1.5880, -5.1683, 4.8714], [-4.0468, 7.4989, -3.9881], [4.9422, 0.3035, -2.3668], [-3.9417, -4.6813, 1.0130], [5.1633, 0.4648, 2.6894], [5.4467, 1.0672, 0.3559], [-2.2881, -3.3329, -0.2290], [-2.3018, 6.7370, -2.1179], [5.7136, -0.1810, 4.6047], [-1.7530, 3.9883, -2.7155], [3.3884, 0.4940, -2.0450]],
  "multiplicity": 1,
  "homo_lumo_gap_ev": 6.412,
  "total_energy_ha": -2335.6440,
  "relative_energy_kcal_mol": 0.0,
  "largest_force_ev_per_a": 1.13,
  "lumo_energy_ha": 0.0776,
  "total_charge": -1
}



6.
{
  "formula": "CH7O2S",
  "method": "ωB97M-V/def2-TZVPD",
  "symbols": ["O", "H", "H", "H", "H", "C", "S", "O", "H", "H", "H"],
  "coordinates": [[-1.2421, 2.3242, 1.5766], [-0.7004, 1.5088, 1.6054], [1.8052, 0.3111, -2.4541], [-0.7007, -1.3223, -0.8757], [1.3141, 0.5213, -0.9787], [-0.2510, -1.5759, 0.0934], [0.5829, -0.3168, 1.0909], [1.8410, 0.9076, -1.6984], [0.4231, -2.4183, -0.0834], [-1.0759, -2.0126, 0.6816], [-1.9962, 2.0728, 1.0423]],
  "multiplicity": 1,
  "homo_lumo_gap_ev": 7.119,
  "total_energy_ha": -591.0040,
  "relative_energy_kcal_mol": 5.2,
  "largest_force_ev_per_a": 1.27,
  "lumo_energy_ha": 0.1527,
  "total_charge": -1
}



Q: What is the multiplicity in the third record?
A: 1



Q: Which formula does entry 1 have?
A: C18H34N9O4PS4W



Q: Which formula does entry 2 have?
A: C21H31Cl30N3O5PS